Formula: C39H46AuN4O3S6
Source: the Open Molecules 2025 dataset
Level of theory: ωB97M-V/def2-TZVPD

Total energy, a.u.: -4482.995222
Gap between HOMO and LUMO (alpha / beta), eV: 7.757 / 5.681
Total charge: +1
Energy relative to the best compared isomer or geometry (same formula, charge and spin), kJ/mol: 31.6
Spin multiplicity: 3
E_HOMO (alpha / beta), eV: -9.922 / -10.335
⟨S²⟩: 2.069

Element x y z (Å)
Au 0.23 0.12 -0.10
O 2.30 0.48 0.97
S 2.96 0.62 2.30
C 2.97 -1.07 2.97
C 3.81 -1.43 4.01
C 3.84 -2.74 4.44
C 3.05 -3.69 3.82
C 2.22 -3.33 2.77
C 2.19 -2.02 2.34
C 1.71 1.31 3.42
C 0.67 2.03 2.86
C -0.28 2.62 3.69
C -0.16 2.51 5.06
C 0.91 1.83 5.62
C 1.85 1.23 4.80
H 4.45 -0.68 4.48
H 4.49 -3.03 5.25
H 3.08 -4.72 4.14
H 1.61 -4.07 2.28
H 1.57 -1.70 1.51
H 0.60 2.12 1.79
H -1.09 3.17 3.25
H -0.89 2.97 5.70
H 1.02 1.76 6.69
H 2.68 0.69 5.23
O 2.06 3.92 -1.55
C 1.40 2.79 -1.45
O 0.98 2.36 -0.40
C 1.14 2.10 -2.79
N 1.94 2.76 -3.82
C 1.06 3.19 -4.91
C -0.25 3.50 -4.19
C -0.34 2.37 -3.17
H 1.34 1.04 -2.65
H 2.71 2.21 -4.15
H 2.30 4.02 -2.51
H 0.90 2.40 -5.65
H 1.49 4.07 -5.40
H -1.10 3.52 -4.87
H -0.19 4.47 -3.68
H -0.77 1.48 -3.63
H -0.93 2.63 -2.29
C -3.89 1.33 3.10
S -4.40 3.07 2.95
C -4.39 3.36 1.23
C -3.41 3.02 0.32
S -1.94 2.28 0.65
S -3.75 3.54 -1.34
C -5.21 4.43 -1.02
S -6.05 5.23 -2.17
S -5.70 4.35 0.66
H -3.90 1.12 4.16
H -2.90 1.19 2.69
H -4.62 0.71 2.59
C -3.38 -1.72 -3.53
C -3.07 -0.39 -3.26
C -2.53 -0.04 -2.04
C -2.33 -0.99 -1.05
C -2.64 -2.34 -1.33
C -3.16 -2.68 -2.56
N -1.78 -0.60 0.15
C -2.17 -1.20 1.30
C -1.34 -1.18 2.44
C -1.71 -1.83 3.59
C -2.94 -2.47 3.67
C -3.82 -2.41 2.60
C -3.45 -1.78 1.44
H -3.80 -1.99 -4.48
H -3.25 0.37 -4.01
H -2.29 0.99 -1.81
H -2.45 -3.09 -0.58
H -3.38 -3.72 -2.77
H -0.39 -0.67 2.36
H -1.05 -1.84 4.44
H -3.22 -3.01 4.57
H -4.80 -2.87 2.67
H -4.15 -1.69 0.62
C 0.76 -1.37 -4.03
C 2.15 -1.85 -3.63
N 2.48 -1.62 -2.22
C 3.91 -1.47 -1.94
C 4.19 0.00 -1.64
C 1.78 -2.43 -1.34
C 2.35 -3.75 -0.90
N 0.62 -2.03 -0.95
H 0.44 -1.90 -4.92
H 0.77 -0.31 -4.27
H 0.05 -1.54 -3.23
H 2.91 -1.33 -4.22
H 2.23 -2.92 -3.85
H 4.51 -1.80 -2.79
H 4.19 -2.07 -1.08
H 3.99 0.62 -2.51
H 5.23 0.13 -1.36
H 3.55 0.33 -0.83
H 3.12 -4.09 -1.58
H 1.56 -4.49 -0.85
H 2.79 -3.67 0.10
H 0.13 -2.71 -0.38